[1]
Density functional theory data (ωB97M-V/def2-TZVPD) for a molecular structure, C6H10O in a non-equilibrium geometry.

Last column: Löwdin charge in e.
Geometry (Å):
C (-1.9167, -0.1610, 1.3071)  -0.103
C (-1.6623, 0.7042, 0.1036)  -0.103
C (-1.0280, -0.6507, 0.2031)  -0.253
C (0.4477, -0.8169, 0.3996)  -0.197
C (1.4280, -0.3657, -0.7229)  -0.194
C (1.7099, 0.7022, 0.1853)  -0.210
O (1.0107, 0.2881, 1.2311)  -0.019
H (-1.4449, 0.1362, 2.2392)  0.106
H (-2.8916, -0.6251, 1.4176)  0.100
H (-2.4599, 0.8360, -0.6205)  0.101
H (-1.0347, 1.5800, 0.2419)  0.105
H (-1.4295, -1.4256, -0.4467)  0.145
H (0.7064, -1.7685, 0.8686)  0.152
H (2.2189, -1.0922, -0.8964)  0.090
H (1.3126, 0.1064, -1.7562)  0.074
H (2.8700, 0.9163, -1.9587)  0.110
H (2.1688, 1.6815, 0.1504)  0.096

Results
* gap between HOMO and LUMO (spin up / spin down): 0.3884 / 0.2127 Ha
* energy above the lowest of the compared OMol25 structures with the same formula, charge and spin: 6.543 eV


[2]
Density functional theory data (ωB97M-V/def2-TZVPD) for a molecular structure, C15H32O4P2Zr in a non-equilibrium geometry.

Last column: Löwdin charge in e.
Geometry (Å):
Zr (0.1376, -0.7901, 0.9469)  1.561
C (-1.9201, -0.1597, 0.3913)  -0.076
O (-3.0153, 0.2103, 0.1929)  0.275
C (-0.0805, 1.5147, 1.0324)  -0.189
O (-0.1688, 2.6770, 1.1205)  0.263
C (1.9351, 0.5779, 0.8900)  -0.090
O (2.8545, 1.2864, 1.0284)  0.279
C (-1.3658, 1.1127, -2.4210)  -0.505
P (0.0650, 0.3372, -1.5405)  1.061
H (0.6227, -1.4294, -3.0692)  0.140
H (-2.2059, 0.4594, -2.1642)  0.086
C (1.5017, 1.0222, -2.4827)  -0.481
H (1.2088, 0.9660, -3.5384)  0.127
C (-1.2106, 1.1310, -3.9486)  -0.042
H (-0.9203, 0.1532, -4.3588)  0.091
H (-0.4818, 1.8901, -4.2701)  0.106
H (-2.1793, 1.3990, -4.3941)  0.133
C (-1.7344, 2.5101, -1.9050)  -0.063
H (-1.0174, 3.2700, -2.2367)  0.088
C (0.7951, -2.3451, -1.1097)  -0.141
H (-1.8001, 2.5580, -0.8152)  0.054
H (-2.7160, 2.7766, -2.3249)  0.128
C (-1.3459, -1.9709, -2.4236)  -0.047
H (0.2544, -2.4962, -0.1229)  -0.010
H (0.7955, -3.3716, -1.4929)  0.116
H (1.8532, -2.0887, -0.9507)  0.110
C (0.0607, -1.4393, -2.1281)  -0.482
H (-1.3181, -3.0678, -2.4432)  0.119
H (-1.7351, -1.6041, -3.3837)  0.111
H (-2.0419, -1.6727, -1.6242)  0.068
C (2.7630, 0.1890, -2.2885)  -0.065
H (3.0378, 0.1374, -1.2295)  0.054
H (3.5831, 0.6642, -2.8411)  0.130
H (2.6512, -0.8256, -2.6863)  0.089
C (1.7243, 2.4927, -2.1146)  -0.050
H (1.8770, 2.6100, -1.0347)  0.067
H (0.8829, 3.1313, -2.4097)  0.079
H (2.6189, 2.8629, -2.6336)  0.127
H (-0.1248, -4.7677, -0.1080)  0.069
H (-0.1121, -4.6517, 0.6326)  0.070
C (1.1780, 0.5374, 4.6437)  -0.122
P (-0.2185, -0.5543, 4.3805)  0.697
C (-0.2810, -1.8809, 5.5740)  -0.110
C (-1.7421, 0.3813, 4.2999)  -0.124
O (-0.0292, -1.2233, 2.9758)  -0.492
H (2.1028, 0.0009, 4.4181)  0.084
H (1.2050, 0.8779, 5.6841)  0.106
H (1.1014, 1.4069, 3.9795)  0.063
H (-0.3329, -1.5101, 6.6050)  0.105
H (-1.1563, -2.5135, 5.3822)  0.093
H (0.6141, -2.5050, 5.4811)  0.092
H (-1.6517, 1.1837, 3.5574)  0.055
H (-2.5619, -0.2783, 3.9954)  0.087
H (-1.9561, 0.8186, 5.2825)  0.107

Results
* total charge: +4
* gap between HOMO and LUMO: 0.2114 Ha


[3]
Density functional theory data (ωB97M-V/def2-TZVPD) for a molecular structure, C23H35N7PtSi2 in a non-equilibrium geometry.

Last column: Löwdin charge in e.
Geometry (Å):
Pt (0.3976, 1.4984, -0.1845)  0.549
N (2.8760, 1.1256, -0.0696)  -0.049
C (3.3078, 1.5356, 1.2550)  -0.271
C (2.4472, 0.8536, 2.3156)  -0.274
N (1.0639, 1.2978, 2.2100)  -0.057
H (2.9972, 0.1262, -0.1966)  0.070
H (3.4008, 1.6178, -0.7851)  0.084
H (3.1814, 2.6181, 1.3273)  0.098
H (4.3597, 1.2921, 1.4613)  0.113
H (2.8754, 1.0555, 3.3084)  0.112
H (2.4733, -0.2245, 2.1387)  0.094
H (0.9731, 2.2713, 2.4855)  0.068
H (0.4421, 0.7304, 2.7753)  0.070
C (-2.8472, 0.9403, -1.9710)  -0.217
Si (-1.9647, 1.3754, -0.3022)  0.460
C (-2.9357, 0.3360, 1.0146)  -0.208
C (-2.3487, 3.2541, -0.0265)  -0.330
C (-3.6654, 3.5909, 0.2515)  -0.127
C (-4.0339, 4.9035, 0.4845)  -0.103
C (-3.0795, 5.9022, 0.4055)  -0.103
C (-1.7704, 5.5772, 0.0941)  -0.123
C (-1.3778, 4.2584, -0.1067)  -0.320
Si (0.4924, 3.8564, -0.4528)  0.465
C (0.9411, 4.6873, -2.1407)  -0.226
C (1.4534, 4.9639, 0.8285)  -0.222
H (-3.8989, 1.2029, -1.9168)  0.014
H (-2.7796, -0.1177, -2.1996)  -0.009
H (-2.4139, 1.4911, -2.7994)  0.015
H (-4.0064, 0.4110, 0.8712)  0.014
H (-2.7073, 0.6717, 2.0205)  0.013
H (-2.6681, -0.7145, 0.9447)  -0.011
H (-4.4205, 2.8167, 0.2914)  0.088
H (-5.0583, 5.1429, 0.7276)  0.094
H (-3.3542, 6.9304, 0.5910)  0.094
H (-1.0427, 6.3743, 0.0147)  0.086
H (0.7454, 5.7545, -2.1080)  0.015
H (0.3604, 4.2672, -2.9554)  0.011
H (1.9916, 4.5540, -2.3788)  0.002
H (1.0624, 5.9752, 0.8133)  0.010
H (2.5122, 5.0230, 0.5973)  0.007
H (1.3543, 4.5995, 1.8463)  0.002
C (0.3598, -2.3259, 1.7208)  0.013
C (0.1413, -1.9791, 0.2970)  -0.343
N (0.6624, -0.9600, -0.3490)  0.025
C (0.2431, -1.0700, -1.6470)  -0.173
C (-0.5465, -2.1670, -1.7813)  -0.076
N (-0.6222, -2.7409, -0.5390)  -0.017
C (-1.3471, -3.9395, -0.2052)  -0.074
N (-0.4643, -4.9863, 0.1943)  -0.062
N (-0.4619, -5.5070, 1.4557)  0.063
N (0.4848, -6.3565, 1.5692)  0.070
C (1.1673, -6.4301, 0.3973)  -0.231
C (2.2864, -7.1724, 0.0079)  -0.006
C (2.7515, -6.9850, -1.2790)  -0.087
C (2.1389, -6.1001, -2.1702)  -0.074
C (1.0288, -5.3523, -1.8110)  -0.006
C (0.5616, -5.5336, -0.5208)  -0.164
H (0.7147, -1.4523, 2.2533)  0.052
H (1.1050, -3.1163, 1.8113)  0.088
H (-0.5537, -2.6817, 2.1893)  0.081
H (0.5386, -0.3503, -2.3924)  0.093
H (-1.0578, -2.5809, -2.6272)  0.120
H (-1.9157, -4.2401, -1.0940)  0.149
H (-2.0335, -3.7514, 0.6298)  0.144
H (2.7593, -7.8553, 0.6933)  0.112
H (3.6178, -7.5349, -1.6168)  0.103
H (2.5418, -5.9903, -3.1646)  0.105
H (0.5651, -4.6641, -2.5001)  0.099

Results
* gap between HOMO and LUMO: 0.2377 Ha


[4]
Density functional theory data (ωB97M-V/def2-TZVPD) for a molecular structure, C13H14Cl4N4O4S3Ti.

Last column: Löwdin spin population.
Geometry (Å):
Ti (0.6202, 0.6571, 0.6148)  0.941
S (1.2416, -0.9342, 5.0397)  0.000
C (0.9056, -0.3039, 3.4975)  0.006
S (1.4483, 1.2365, 2.9522)  -0.009
S (-0.0207, -1.1485, 2.3245)  0.004
N (2.9052, 0.5094, 0.2307)  0.002
C (3.0886, -0.9339, 0.3326)  0.006
C (4.3923, -1.4313, -0.3141)  0.002
C (4.7768, -2.8995, -0.1257)  0.000
C (4.7459, -3.3597, 1.3283)  0.000
N (3.3698, -3.6187, 1.7345)  0.000
C (2.8778, -3.4162, 2.9531)  0.000
N (3.6510, -3.0240, 3.9879)  0.000
N (1.5909, -3.6595, 3.1960)  0.000
C (1.8410, -1.5956, -0.3004)  0.006
O (1.7548, -2.8278, -0.3113)  0.003
O (0.9884, -0.7766, -0.7918)  0.006
H (3.0514, 0.8542, -0.7122)  0.000
H (3.4662, 1.0391, 0.8853)  0.000
H (3.0749, -1.1634, 1.4003)  0.001
H (5.1967, -0.8156, 0.1061)  0.000
H (4.3576, -1.1987, -1.3825)  0.000
H (5.7893, -3.0425, -0.5089)  0.000
H (4.1202, -3.5441, -0.7117)  0.000
H (5.2019, -2.5817, 1.9498)  0.000
H (5.3427, -4.2655, 1.4586)  0.000
H (2.6830, -3.5706, 0.9586)  0.000
H (4.5416, -2.6136, 3.7665)  0.000
H (3.1305, -2.5231, 4.7096)  0.000
H (0.9889, -3.6819, 2.3831)  0.000
H (1.1926, -3.0861, 3.9569)  0.000
Cl (-4.4515, 5.0615, -0.3580)  0.001
C (-2.8773, 4.3445, -0.2649)  0.002
C (-1.7480, 5.1015, -0.5298)  -0.001
Cl (-1.8942, 6.7737, -0.9597)  0.000
C (-0.4802, 4.5113, -0.4489)  0.001
Cl (0.9551, 5.4234, -0.7823)  0.001
C (-0.3371, 3.1766, -0.0976)  0.003
O (0.8205, 2.5548, 0.0136)  0.013
C (-1.4945, 2.3986, 0.1651)  0.005
O (-1.2931, 1.1283, 0.4691)  0.011
C (-2.7457, 2.9924, 0.0808)  -0.001
Cl (-4.1352, 2.0155, 0.4076)  0.000

Results
* total charge: -1
* gap between HOMO and LUMO (spin up / spin down): 0.2337 / 0.2428 Ha
* multiplicity: 2
* ⟨S²⟩: 0.7532